# 1
Computed, not measured: a gas-phase ion, CCl2NO3S (charge -1) in a non-equilibrium geometry, with ωB97M-V with the def2-TZVPD basis set.

Each line ends with the Mulliken charge.
Geometry (Å):
C: 0.875 0.388 0.192  0.69
N: 1.258 -0.812 0.171  -0.36
O: -2.897 -0.037 0.817  -0.51
O: -1.966 -0.061 -1.458  -0.52
O: -0.324 0.711 0.530  -0.54
S: -1.840 -0.492 -0.071  0.65
Cl: 2.816 -1.401 -0.096  -0.15
Cl: 2.077 1.704 -0.085  -0.26

As for the energy above the lowest of the compared OMol25 structures with the same formula, charge and spin: 0.00 kJ/mol. Its charge is -1. For the highest occupied orbital energy, the calculation gives -5.44 eV. Its LUMO energy is 3.3 eV.


# 2
Computed, not measured: a molecular structure, C3H7N in a non-equilibrium geometry, with ωB97M-V with the def2-TZVPD basis set.

Each line ends with the Mulliken charge.
Geometry (Å):
C: 1.285 -0.434 0.227  -0.96
C: 0.318 0.537 -0.339  -0.28
C: -1.101 0.401 -0.288  0.04
N: -1.895 -0.618 0.120  -0.73
H: 1.608 -0.177 1.324  0.27
H: 2.200 -0.461 -0.449  0.28
H: 0.928 -1.455 0.310  0.32
H: 0.740 1.503 -0.505  0.34
H: -1.475 1.398 -0.231  0.36
H: -2.233 -0.645 1.013  0.19
H: -0.376 -0.049 -1.183  0.17

As for the energy above the lowest of the compared OMol25 structures with the same formula, charge and spin: 435.40 kJ/mol. For the highest occupied orbital energy, the calculation gives -7.46 eV. Its LUMO energy is 0.7 eV.


# 3
Computed, not measured: 8 unconnected molecules or ions with the total composition C69H66F4I2NO28Si in a non-equilibrium geometry, with ωB97M-V with the def2-TZVPD basis set.

Each line ends with the Mulliken charge.
Geometry (Å):
C: 1.244 -2.840 -5.299  -1.48
C: -0.185 -2.231 -5.182  0.81
C: -0.056 -0.709 -5.355  -1.36
C: -0.726 -2.678 -3.808  -0.26
C: -2.082 -2.038 -3.420  -2.10
N: -2.371 -2.316 -1.985  0.07
C: -1.741 -1.585 -1.036  0.35
I: -0.424 -0.024 -1.600  0.33
C: -1.933 -1.829 0.304  -0.75
C: -1.216 -1.057 1.425  0.56
F: -1.476 -1.615 2.640  -0.26
F: 0.129 -1.158 1.272  -0.33
C: -1.681 0.425 1.515  -1.36
C: -0.536 1.420 1.755  -0.35
Si: -1.292 3.168 1.901  -0.08
C: -0.188 4.173 3.067  -1.12
C: -3.062 3.138 2.554  -1.15
C: -1.322 4.050 0.240  0.30
C: -2.487 4.053 -0.504  -0.05
C: -2.572 4.700 -1.708  -0.86
C: -1.498 5.389 -2.225  -0.95
C: -0.328 5.378 -1.500  -0.36
C: -0.244 4.731 -0.300  0.29
C: -2.830 -2.833 0.619  0.97
F: -3.108 -3.120 1.878  -0.22
C: -3.487 -3.593 -0.334  1.27
C: -4.430 -4.700 0.117  -1.41
C: -5.933 -4.356 -0.074  -0.34
C: -6.671 -4.175 1.278  -1.20
I: -6.853 -6.068 -1.051  0.05
C: -3.219 -3.313 -1.655  0.48
C: -3.888 -4.153 -2.726  -1.22
C: -5.069 -3.342 -3.313  -0.47
C: -5.802 -4.068 -4.435  -0.42
F: -6.929 -3.305 -4.729  -0.35
H: 1.708 -2.718 -4.312  0.37
H: 1.196 -3.923 -5.449  0.35
H: 1.846 -2.339 -6.055  0.41
H: -0.791 -2.724 -5.952  0.33
H: 0.363 -0.518 -6.344  0.53
H: -1.036 -0.230 -5.268  0.29
H: 0.589 -0.331 -4.560  0.12
H: 0.031 -2.525 -3.034  0.64
H: -0.913 -3.762 -3.832  -0.02
H: -2.133 -0.971 -3.629  0.57
H: -2.818 -2.507 -4.063  0.11
H: -2.446 0.446 2.293  0.47
H: -2.149 0.691 0.560  0.48
H: 0.191 1.421 0.941  0.33
H: 0.023 1.159 2.661  0.47
H: -0.497 5.218 2.994  0.32
H: -0.316 3.781 4.078  0.37
H: 0.846 4.044 2.730  0.32
H: -3.652 2.516 1.865  0.31
H: -3.516 4.130 2.558  0.39
H: -3.150 2.639 3.524  0.36
H: -3.392 3.555 -0.164  0.27
H: -3.496 4.722 -2.281  0.41
H: -1.547 5.924 -3.168  0.67
H: 0.504 5.930 -1.918  0.34
H: 0.700 4.767 0.241  0.27
H: -4.274 -4.911 1.176  0.39
H: -4.125 -5.612 -0.398  0.77
H: -6.083 -3.442 -0.641  0.39
H: -7.071 -5.129 1.618  0.44
H: -6.053 -3.671 2.023  0.25
H: -7.517 -3.507 1.084  0.37
H: -3.166 -4.282 -3.538  0.36
H: -4.169 -5.137 -2.364  0.45
H: -5.812 -3.061 -2.565  0.34
H: -4.708 -2.400 -3.737  0.27
H: -5.206 -4.063 -5.356  0.30
H: -6.119 -5.082 -4.180  0.27
C: -1.080 2.878 -7.231  -0.71
C: -0.994 3.618 -6.119  0.40
C: -1.188 5.107 -6.147  0.77
O: -1.112 5.711 -5.093  -0.53
C: -1.450 5.746 -7.425  -1.05
C: -1.534 5.006 -8.540  0.24
C: -1.366 3.514 -8.511  0.93
O: -1.471 2.896 -9.552  -0.60
O: -1.770 5.542 -9.732  -0.56
O: -0.733 3.084 -4.923  -0.48
H: -0.944 1.806 -7.225  0.46
H: -1.571 6.820 -7.432  0.46
H: -1.783 4.799 -10.365  0.36
H: -0.727 3.828 -4.287  0.24
C: -6.341 -5.143 5.419  -0.74
C: -5.143 -5.093 4.830  0.06
C: -4.147 -6.204 4.964  1.09
O: -3.083 -6.097 4.379  -0.62
C: -4.500 -7.350 5.785  -1.05
C: -5.699 -7.404 6.382  0.22
C: -6.708 -6.303 6.225  1.14
O: -7.784 -6.418 6.775  -0.61
O: -6.069 -8.428 7.145  -0.54
O: -4.751 -4.057 4.081  -0.48
H: -7.068 -4.348 5.326  0.48
H: -3.767 -8.137 5.888  0.44
H: -6.976 -8.218 7.447  0.37
H: -3.847 -4.279 3.784  0.26
C: 4.996 7.371 0.599  -1.08
C: 3.854 6.862 0.127  0.46
C: 3.788 6.169 -1.203  1.00
O: 2.714 5.708 -1.563  -0.41
C: 4.997 6.083 -1.994  -1.10
C: 6.151 6.596 -1.530  0.37
C: 6.223 7.267 -0.182  0.99
O: 7.290 7.698 0.202  -0.46
O: 7.274 6.539 -2.224  -0.57
O: 2.705 6.936 0.804  -0.66
H: 5.054 7.870 1.556  0.46
H: 4.929 5.596 -2.956  0.45
H: 7.984 6.980 -1.686  0.36
H: 2.038 6.497 0.245  0.25
C: 10.461 9.584 -0.778  -1.06
C: 11.050 10.785 -0.697  0.26
C: 11.068 11.738 -1.857  0.82
O: 11.603 12.820 -1.712  -0.61
C: 10.446 11.314 -3.104  -0.99
C: 9.861 10.113 -3.186  0.27
C: 9.824 9.178 -2.015  0.99
O: 9.257 8.104 -2.155  -0.70
O: 9.279 9.677 -4.304  -0.59
O: 11.652 11.209 0.413  -0.53
H: 10.441 8.888 0.060  0.99
H: 10.479 12.000 -3.939  0.43
H: 8.935 8.787 -4.098  0.35
H: 11.990 12.102 0.208  0.35
C: 12.403 6.354 1.510  -0.93
C: 13.422 5.676 2.057  0.32
C: 14.052 6.108 3.351  0.91
O: 14.960 5.439 3.804  -0.61
C: 13.544 7.310 3.995  -0.92
C: 12.528 7.988 3.445  0.33
C: 11.883 7.539 2.168  0.97
O: 10.950 8.192 1.730  -0.63
O: 12.030 9.094 3.993  -0.58
O: 13.936 4.587 1.497  -0.57
H: 11.940 6.052 0.581  0.49
H: 14.016 7.622 4.917  0.44
H: 11.310 9.387 3.403  0.34
H: 14.654 4.293 2.091  0.36
C: -2.616 -9.528 -2.748  -0.84
C: -2.117 -8.288 -2.741  0.34
C: -2.273 -7.368 -3.915  0.97
O: -1.811 -6.237 -3.831  -0.55
C: -2.961 -7.859 -5.091  -1.13
C: -3.460 -9.106 -5.106  0.40
C: -3.329 -10.021 -3.920  0.91
O: -3.818 -11.129 -3.988  -0.59
O: -4.095 -9.601 -6.157  -0.57
O: -1.454 -7.790 -1.693  -0.63
H: -2.512 -10.199 -1.907  0.45
H: -3.050 -7.191 -5.936  0.50
H: -4.355 -10.512 -5.913  0.36
H: -1.200 -6.884 -1.946  0.31
C: -6.939 -10.482 12.843  -1.02
C: -6.151 -9.401 12.774  0.37
C: -5.806 -8.760 11.461  0.93
O: -5.100 -7.769 11.464  -0.63
C: -6.330 -9.362 10.244  -0.93
C: -7.115 -10.443 10.313  0.25
C: -7.483 -11.069 11.627  0.90
O: -8.215 -12.040 11.621  -0.61
O: -7.618 -11.030 9.228  -0.56
O: -5.628 -8.828 13.856  -0.55
H: -7.196 -10.950 13.783  0.42
H: -6.060 -8.903 9.305  0.74
H: -8.148 -11.783 9.554  0.36
H: -5.105 -8.071 13.532  0.36

Its charge is +1. For the highest occupied orbital energy, the calculation gives -10.62 eV. Its LUMO energy is -3.7 eV.


# 4
Computed, not measured: a gas-phase ion, C2H5NO2PS (charge -1) in a non-equilibrium geometry, with ωB97M-V with the def2-TZVPD basis set.

Each line ends with the Mulliken charge.
Geometry (Å):
N: -1.249 0.699 -0.909  -0.61
C: -0.355 -0.330 -0.330  0.05
P: 0.175 -0.016 1.406  0.15
S: 0.802 -1.609 2.378  -0.47
C: 0.934 -0.435 -1.195  0.45
O: 0.892 -0.075 -2.384  -0.72
O: 1.924 -0.891 -0.616  -0.66
H: -1.817 1.087 -0.162  0.23
H: -0.646 1.430 -1.267  0.27
H: -0.865 -1.289 -0.407  0.24
H: -0.949 0.436 2.142  0.01
H: 1.155 0.993 1.343  0.05

As for the energy above the lowest of the compared OMol25 structures with the same formula, charge and spin: 0.00 kJ/mol. Its charge is -1. Its SMILES is N[C@H]([PH2]=S)C(=O)[O-]. For the highest occupied orbital energy, the calculation gives -4.36 eV. Its LUMO energy is 3.7 eV.